1.
{"formula": "C13H29Cl4N3O3", "method": "ωB97M-V/def2-TZVPD", "molar_mass_g_mol": 417.2, "lumo_ha": 0.01138, "relative_energy_kcal_mol": 52.28, "homo_ev": -9.2, "gap_ev": 9.56, "energy_ha": -2743.4267, "multiplicity": 1, "species": ["Cl", "C", "C", "Cl", "H", "H", "H", "H", "Cl", "C", "C", "Cl", "H", "H", "H", "H", "C", "O", "N", "C", "C", "H", "H", "H", "H", "H", "H", "H", "C", "O", "N", "C", "C", "H", "H", "H", "H", "H", "H", "H", "C", "O", "N", "C", "C", "H", "H", "H", "H", "H", "H", "H"], "xyz": [[1.680663, -5.276712, 8.888842], [0.820183, -4.080052, 10.010302], [-0.612907, -3.867712, 9.469742], [-0.514107, -2.965042, 7.931322], [1.482333, -3.214492, 10.031582], [0.739333, -4.378812, 11.055432], [-1.165217, -3.310152, 10.226172], [-1.052387, -4.837842, 9.237792], [-1.385407, 0.641278, -4.055658], [-1.666577, 2.274678, -3.656638], [-0.364357, 3.035538, -3.869468], [-0.743807, 4.680338, -4.392458], [-1.996947, 2.295018, -2.618108], [-2.497877, 2.654658, -4.250498], [0.038343, 2.671438, -4.814648], [0.460403, 3.038168, -3.156838], [1.107653, -1.159232, 1.158472], [1.056343, -0.358122, 0.260982], [0.827583, -2.493002, 1.002022], [0.855393, -3.405202, 2.170652], [0.891143, -3.086502, -0.364778], [1.169703, -0.946402, 2.236922], [1.477343, -3.155182, 3.030162], [1.225203, -4.375672, 1.839712], [-0.186337, -3.463172, 2.486172], [1.052063, -2.338332, -1.140958], [1.793863, -3.696382, -0.400008], [0.159813, -3.820042, -0.704138], [-5.832957, -1.394392, -2.383918], [-6.577487, -0.988412, -3.288138], [-5.670137, -0.799822, -1.219978], [-4.544397, -1.209632, -0.373538], [-6.453997, 0.422278, -0.851198], [-5.256547, -2.301452, -2.623088], [-5.001327, -1.729642, 0.468422], [-3.931147, -0.359172, -0.075648], [-3.947127, -1.975682, -0.868058], [-6.394787, 0.538218, 0.231002], [-5.853587, 1.282228, -1.147978], [-7.462247, 0.458418, -1.263788], [4.458543, 5.148818, -2.655708], [4.351393, 6.372168, -2.686848], [5.108223, 4.393018, -3.562988], [5.365823, 2.973088, -3.318548], [5.620353, 4.872028, -4.860168], [3.909573, 4.612548, -1.866248], [4.698093, 2.611628, -2.536508], [6.411733, 2.802818, -3.063268], [5.088723, 2.357888, -4.174618], [5.360863, 5.907788, -5.079178], [6.689993, 4.690738, -4.754808], [5.210973, 4.251488, -5.657308]], "forces_ev_per_angstrom": [[-0.46, 0.55, 1.18], [-0.23, -0.31, -0.72], [1.62, 0.07, 0.12], [-0.36, 0.13, 0.12], [-0.46, 0.18, -0.40], [0.24, -0.86, -0.21], [-0.24, 0.03, -0.34], [-0.12, 0.21, 0.23], [0.14, -2.22, -0.45], [-0.03, 1.28, 1.43], [-0.06, 0.07, -1.97], [-0.11, 1.15, 0.41], [0.08, 0.18, 0.03], [0.40, 0.14, -0.18], [0.24, -0.49, 0.30], [-0.67, -0.16, 0.44], [-1.59, -1.43, 0.08], [0.61, 0.72, -0.16], [0.80, -0.31, -0.54], [-0.69, -0.02, -0.98], [1.35, -0.27, 0.36], [0.43, 0.48, 0.01], [0.08, 0.73, -0.31], [-0.25, -0.06, -0.04], [0.13, -0.55, 0.39], [-0.42, 0.25, 0.42], [0.40, -0.03, 0.10], [-0.85, 0.52, 0.66], [-1.36, 0.36, -3.24], [0.36, -0.30, 1.14], [0.18, 0.76, 1.18], [-1.18, -0.44, 0.19], [1.80, -0.39, 0.11], [0.32, 0.05, 0.72], [0.43, 0.30, 0.59], [-0.02, -0.11, 0.03], [0.07, 0.34, -0.26], [-0.61, -0.52, 0.15], [-0.30, 0.24, -0.65], [0.33, -0.27, 0.05], [-0.62, 1.67, -0.15], [0.26, -0.90, -0.29], [-0.35, -0.82, -0.54], [-0.74, 0.31, 0.07], [0.06, -0.27, 1.09], [0.46, -0.49, 0.02], [0.28, 0.15, 0.33], [0.00, -0.10, 0.06], [0.21, 0.19, -0.31], [0.19, -0.07, 0.46], [0.22, 0.45, -0.77], [0.04, -0.13, 0.03]], "mulliken_charge": [-0.1875, -0.4574, -0.4222, -0.1688, 0.3267, 0.3046, 0.2950, 0.3095, -0.2110, -0.3593, -0.3852, -0.2268, 0.2715, 0.3128, 0.2315, 0.3662, 0.0985, -0.5602, 0.1208, -0.9597, -1.0028, 0.2860, 0.3747, 0.3219, 0.2877, 0.3265, 0.3701, 0.3367, 0.1242, -0.6198, 0.1168, -0.9597, -0.8732, 0.3010, 0.3406, 0.3221, 0.3019, 0.3580, 0.3025, 0.2857, 0.1786, -0.5979, 0.0992, -0.9168, -0.8786, 0.2822, 0.2911, 0.3078, 0.3207, 0.2981, 0.3206, 0.2953]}

***

2.
{"formula": "C13H29N3O5Si", "method": "ωB97M-V/def2-TZVPD", "molar_mass_g_mol": 335.5, "lumo_ha": 0.01985, "homo_ev": -9.2, "gap_ev": 9.77, "energy_ha": -1342.7391, "multiplicity": 1, "species": ["C", "O", "C", "C", "C", "C", "N", "N", "N", "C", "C", "O", "C", "C", "O", "Si", "C", "C", "C", "O", "C", "O", "H", "H", "H", "H", "H", "H", "H", "H", "H", "H", "H", "H", "H", "H", "H", "H", "H", "H", "H", "H", "H", "H", "H", "H", "H", "H", "H", "H", "H"], "xyz": [[-0.056034, 2.072645, 1.052233], [0.560135, 2.059552, -0.213978], [0.511178, 0.825330, -0.885643], [1.602160, -0.218451, -0.423518], [2.833904, 0.628083, -0.095839], [4.191902, -0.081333, -0.010380], [4.630627, -0.615232, -1.284753], [4.258253, -1.096349, 1.019913], [5.203500, 0.980234, 0.385133], [1.130977, -1.238989, 0.631156], [0.355396, -2.252346, -0.186183], [0.864399, -3.509628, 0.346225], [-1.169111, -2.422352, -0.065106], [-1.981144, -1.248412, 0.479752], [-2.904690, -0.807343, -0.542214], [-3.814634, 0.550165, -0.154077], [-5.602207, 0.303714, -0.709312], [-3.857950, 0.930829, 1.699938], [-3.206796, 2.121588, -1.018073], [0.878808, -2.236386, -1.500381], [1.647830, -1.101961, -1.665913], [2.166265, -0.912583, -2.687725], [0.527102, 2.730667, 1.689398], [-1.063326, 2.484735, 1.020535], [-0.075860, 1.105801, 1.543346], [-0.490590, 0.392797, -0.906706], [0.760082, 1.044879, -1.916616], [2.945094, 1.424151, -0.815522], [2.653515, 1.078809, 0.873220], [5.606623, -0.869295, -1.155585], [4.611083, 0.116259, -1.984748], [5.182049, -1.039621, 1.425774], [3.587038, -0.885598, 1.743761], [5.576227, 1.408220, -0.454746], [4.725538, 1.746572, 0.853108], [0.615311, -0.867551, 1.507900], [1.938661, -1.835675, 1.032503], [0.468012, -4.237869, -0.150207], [-1.430348, -3.308091, 0.482910], [-1.539166, -2.591491, -1.073066], [-1.386288, -0.391539, 0.768830], [-2.579312, -1.613255, 1.304304], [-5.663935, 0.528144, -1.768264], [-6.190400, 1.073282, -0.221328], [-5.981332, -0.689535, -0.511379], [-4.737126, 1.539229, 1.880846], [-2.984511, 1.514619, 1.966059], [-3.948749, 0.040211, 2.310670], [-2.357853, 1.959932, -1.674914], [-2.999039, 2.906024, -0.301078], [-4.011267, 2.504413, -1.640260]], "forces_ev_per_angstrom": [[0.21, 0.45, 0.35], [-0.23, -0.24, 0.04], [0.25, -0.17, -0.05], [-0.91, 0.32, 0.05], [0.30, -1.56, -0.19], [1.12, 1.33, 0.25], [0.03, -0.31, 0.42], [-0.44, -0.17, -0.31], [-0.39, 0.16, -0.14], [-0.03, 0.56, -0.33], [0.49, -3.45, 1.65], [0.02, 0.07, 0.07], [-0.13, 1.46, -1.19], [-0.67, -0.40, -1.02], [0.01, 0.56, 0.59], [-0.77, 0.38, -0.19], [0.96, 0.20, -0.11], [0.13, -0.33, -0.74], [-0.29, -0.48, 0.01], [-0.64, 1.58, 0.35], [-0.60, -1.17, 1.56], [1.19, 0.95, -2.48], [0.12, 0.15, 0.12], [-0.21, -0.10, -0.22], [-0.02, -0.25, -0.05], [-0.14, -0.03, 0.18], [0.06, 0.24, -0.23], [-0.11, 0.27, -0.27], [-0.07, 0.25, 0.19], [-0.05, -0.22, -0.16], [-0.16, -0.06, -0.15], [0.04, -0.09, 0.12], [0.11, -0.02, 0.21], [0.05, -0.04, -0.08], [0.12, -0.09, 0.29], [-0.38, 0.29, -0.11], [0.48, 0.12, -0.20], [0.04, 0.14, 0.00], [0.34, -0.32, 0.44], [-0.10, 0.00, -0.22], [0.27, -0.09, 0.40], [0.05, 0.15, 0.50], [-0.08, -0.22, -0.33], [-0.28, -0.01, 0.27], [-0.25, -0.14, 0.08], [-0.17, 0.20, 0.02], [0.20, -0.03, 0.34], [0.11, -0.10, 0.25], [0.25, 0.05, 0.03], [0.31, 0.16, 0.16], [-0.17, 0.00, -0.17]], "mulliken_charge": [-0.5486, -0.4222, -1.1378, 3.1663, -3.2304, 1.2514, -0.6319, -0.6973, -0.8105, -1.3234, 1.4524, -0.6635, -1.5895, 0.1475, -0.4682, 0.5923, -1.2013, -1.0976, -1.1308, -0.4405, -0.3493, -0.5247, 0.3820, 0.1334, 0.1899, 0.2006, 0.5761, 0.4266, 0.6388, 0.3368, 0.2715, 0.3956, 0.2059, 0.2859, 0.2535, 0.2520, 0.5524, 0.4483, 0.2677, 0.4255, -0.1163, 0.4655, 0.3247, 0.3426, 0.2920, 0.4188, 0.2797, 0.3234, 0.3108, 0.3286, 0.4455]}

***

3.
{"formula": "C13H2AuBr4N2O9", "method": "ωB97M-V/def2-TZVPD", "molar_mass_g_mol": 846.7, "charge": -1, "lumo_ha": [-0.02911, -0.02912], "relative_energy_kcal_mol": 46.76, "homo_ev": [-5.4, -5.4], "gap_ev": [4.59, 4.59], "energy_ha": -11714.8635, "multiplicity": 1, "species": ["Au", "Br", "C", "C", "Br", "C", "Br", "C", "O", "C", "O", "C", "Br", "O", "C", "O", "C", "C", "C", "C", "C", "C", "O", "N", "O", "O", "N", "O", "O", "H", "H"], "xyz": [[-0.106211, -0.053214, -0.227911], [3.757276, 0.106922, 5.861478], [3.132915, 0.014578, 4.091155], [4.066153, 0.016118, 3.004135], [5.905251, 0.125790, 3.363679], [3.622240, -0.070596, 1.709114], [4.817447, -0.074059, 0.258081], [2.242374, -0.208369, 1.399476], [1.855484, -0.435369, 0.217269], [1.266528, -0.164666, 2.506100], [0.055707, -0.223575, 2.264637], [1.790684, -0.053046, 3.843179], [0.514736, -0.009127, 5.216632], [-3.969427, 0.760624, 0.024360], [-2.810674, 0.985785, -0.271686], [-2.015547, 0.089836, -0.779263], [-2.319428, 2.438091, -0.156857], [-3.322999, 3.387441, -0.119443], [-3.052461, 4.749290, -0.088522], [-1.735887, 5.199797, -0.069958], [-0.742877, 4.270297, -0.084757], [-0.956424, 2.855585, -0.122412], [0.098097, 2.120905, -0.085282], [0.661162, 4.702270, -0.061466], [1.141678, 4.988537, 1.019659], [1.242789, 4.768817, -1.125987], [-4.131088, 5.705539, -0.101597], [-5.280546, 5.292379, -0.092207], [-3.843080, 6.897302, -0.100642], [-4.349391, 3.053975, -0.115089], [-1.514580, 6.257842, -0.046873]], "forces_ev_per_angstrom": [[0.93, 0.53, -0.24], [0.04, 0.04, -0.05], [-0.72, 0.03, 0.08], [0.06, -0.07, -0.67], [0.01, 0.00, 0.03], [0.88, 0.22, 0.30], [-0.12, 0.00, -0.04], [-0.24, 0.07, -0.24], [-0.46, -0.38, 0.41], [-0.65, -0.21, -0.37], [0.47, 0.13, 0.31], [0.50, -0.10, 0.76], [-0.04, -0.04, -0.09], [0.11, -0.12, -0.12], [-0.09, 0.55, 0.11], [-0.58, -0.31, -0.12], [0.11, -0.38, 0.00], [-0.11, 0.32, 0.02], [0.27, -0.43, -0.08], [0.06, 0.31, 0.01], [-0.21, -0.52, -0.04], [0.02, 0.33, 0.00], [-0.16, -0.16, -0.04], [0.05, 0.26, 0.00], [-0.02, -0.06, -0.17], [-0.03, -0.04, 0.17], [-0.24, 0.26, 0.21], [0.19, 0.04, -0.07], [-0.02, -0.17, -0.06], [0.00, -0.08, -0.03], [-0.02, -0.01, 0.01]], "mulliken_charge": [0.7362, -0.1345, 0.1621, 0.1850, -0.1413, -0.2739, -0.0927, 0.7376, -0.8127, 0.9039, -0.6257, -0.2556, -0.0801, -0.6346, 0.3993, -0.6802, -0.1785, -0.5145, -0.3350, -0.3509, -0.1573, 1.3174, -0.7693, 0.9158, -0.5855, -0.5797, 1.0107, -0.6331, -0.6605, 0.6065, 0.5209]}

***

4.
{"formula": "C13H30AlB2F4N6O4SeSi", "method": "ωB97M-V/def2-TZVPD", "molar_mass_g_mol": 566.1, "charge": 3, "lumo_ha": -0.34684, "homo_ev": -17.0, "gap_ev": 7.59, "energy_ha": -4524.7561, "multiplicity": 1, "species": ["Al", "C", "C", "N", "O", "B", "F", "F", "O", "N", "C", "C", "C", "N", "O", "B", "F", "F", "O", "N", "C", "C", "C", "H", "H", "H", "H", "H", "H", "H", "H", "H", "H", "H", "H", "N", "C", "C", "N", "H", "H", "H", "H", "H", "H", "H", "H", "H", "C", "Si", "C", "C", "Se", "H", "H", "H", "H", "H", "H", "H", "H", "H"], "xyz": [[-0.010300, -0.218900, -0.025300], [-3.846900, 0.864600, 1.458800], [-2.412900, 0.650900, 1.198000], [-1.894300, 0.432200, 0.026600], [-2.744600, 0.341400, -1.047200], [-2.279100, 0.247400, -2.323600], [-3.189000, 0.141600, -3.244000], [-1.681500, -2.480800, -1.542100], [-0.996000, 0.330800, -2.773400], [0.059200, 0.447200, -1.901800], [1.231900, 0.707200, -2.396300], [1.502100, 0.940300, -3.823200], [2.278800, 0.761400, -1.365000], [1.824300, 0.460100, -0.190100], [2.622300, 0.482500, 0.885600], [2.014900, -0.291500, 2.019200], [2.934100, -0.552400, 2.935600], [1.454700, -1.459300, 1.393800], [0.843700, 0.395100, 2.647900], [-0.217300, 0.383900, 1.832700], [-1.402100, 0.675700, 2.266300], [-1.744600, 0.989900, 3.672000], [3.685200, 1.111200, -1.655000], [-4.425100, 0.710600, 0.549500], [-4.039100, 1.874300, 1.831400], [-4.206600, 0.186400, 2.233200], [0.601600, 0.775200, -4.412200], [2.295700, 0.281700, -4.176100], [1.845500, 1.962900, -3.995000], [-0.866100, 0.903700, 4.309300], [-2.501900, 0.296600, 4.038000], [-2.178700, 1.984900, 3.766900], [3.802000, 1.635700, -2.598200], [4.289200, 0.200800, -1.699000], [4.106800, 1.688200, -0.834600], [2.206600, 5.221300, 2.724900], [1.318400, 4.847700, 1.584300], [1.146600, 3.309500, 1.485600], [0.283600, 2.834900, 0.410800], [2.325400, 6.245400, 2.788200], [3.146800, 4.811400, 2.623200], [1.816800, 4.894500, 3.620800], [1.760200, 5.241200, 0.666400], [0.351000, 5.336400, 1.727400], [0.729600, 2.933600, 2.422700], [2.127500, 2.846800, 1.348200], [0.618700, 3.155600, -0.493900], [-0.661900, 3.190000, 0.527600], [-0.591900, -6.010300, -1.878900], [-0.087800, -5.754600, -0.084800], [-1.356500, -5.780000, 1.304700], [1.724300, -5.678900, 0.435900], [-0.310600, -2.541000, -0.310700], [-0.677000, -7.073600, -2.105200], [0.133600, -5.591500, -2.576300], [-1.559700, -5.560100, -2.101700], [-1.604600, -6.805800, 1.572700], [-2.287300, -5.292900, 1.022300], [-0.976800, -5.299800, 2.205400], [2.084400, -6.681900, 0.666600], [1.874000, -5.078500, 1.334100], [2.371700, -5.279100, -0.343200]], "forces_ev_per_angstrom": [[0.00, 0.60, 0.07], [-0.37, 0.00, -0.20], [-0.16, -0.13, -1.49], [-0.11, -0.19, 0.34], [-0.50, 0.22, 1.33], [-0.45, -0.12, -0.43], [-0.16, -0.07, -0.17], [0.92, 0.12, 0.78], [1.32, 0.18, -0.44], [0.31, -0.16, -0.09], [-1.54, -0.16, -0.22], [-0.21, 0.02, -0.38], [0.25, -0.15, 1.32], [0.20, -0.27, -0.58], [0.24, 0.32, -0.29], [0.01, -0.55, -0.04], [0.25, 0.17, 0.25], [-0.09, -0.04, -0.12], [-0.27, 0.37, 0.25], [-0.61, -0.22, 0.20], [1.28, -0.20, 0.32], [0.14, -0.02, 0.20], [0.24, -0.02, 0.16], [0.00, 0.03, 0.12], [0.12, 0.03, -0.01], [0.07, -0.09, 0.03], [0.13, 0.00, 0.00], [0.06, -0.07, 0.03], [0.03, 0.04, 0.08], [-0.06, 0.04, -0.06], [-0.04, -0.09, -0.02], [0.01, 0.10, -0.03], [-0.03, 0.06, 0.01], [-0.04, -0.09, -0.05], [0.00, 0.11, -0.01], [0.27, 0.16, 0.32], [-0.61, -0.51, -0.76], [0.19, 0.26, 0.19], [-0.06, 0.45, -0.10], [-0.04, -0.33, 0.03], [-0.24, 0.11, 0.09], [0.19, 0.14, -0.18], [0.05, 0.05, 0.16], [0.18, 0.03, 0.11], [0.14, -0.01, 0.07], [-0.01, -0.01, 0.14], [-0.10, 0.05, 0.05], [0.06, 0.04, -0.11], [0.20, 0.39, 0.65], [0.13, 0.17, 0.26], [0.48, 0.17, -0.60], [-0.70, 0.18, -0.36], [-0.95, -0.36, -0.87], [0.03, -0.21, 0.14], [0.16, -0.01, 0.13], [-0.08, 0.01, 0.20], [0.03, -0.27, -0.07], [-0.06, 0.01, -0.18], [0.18, 0.02, -0.05], [-0.07, -0.23, 0.00], [-0.23, -0.01, 0.06], [-0.09, -0.05, -0.16]], "mulliken_charge": [-0.7403, -1.5926, 0.3208, 1.0816, -0.5512, 0.7537, -0.1627, -0.4520, -0.5015, 0.9916, 0.2659, -1.7699, 0.3580, 1.0551, -0.5482, 0.5633, -0.2474, -0.3191, -0.5426, 1.0251, 0.4387, -2.0229, -1.6525, 0.4365, 0.3488, 0.4020, 0.4121, 0.4359, 0.4066, 0.4320, 0.5162, 0.3686, 0.4857, 0.3274, 0.3776, -0.2568, -0.7522, -0.6069, -0.4070, 0.3958, 0.3602, 0.3601, 0.4136, 0.3999, 0.2711, 0.3479, 0.2601, 0.2851, -0.9821, 0.4252, -0.9830, -0.9537, 0.3890, 0.4048, 0.3577, 0.3572, 0.4128, 0.3604, 0.3520, 0.4034, 0.3384, 0.3467]}